{"formula": "C18H26MnNP2", "method": "ωB97M-V/def2-TZVPD", "multiplicity": 5, "lumo_energy_ev": [-7.850, -6.997], "homo_lumo_gap_ev": [6.76, 7.71], "charge": 2, "homo_energy_ev": [-14.6, -14.7], "elements": ["Mn", "C", "P", "C", "C", "C", "P", "C", "C", "H", "H", "H", "H", "H", "H", "H", "H", "H", "H", "H", "H", "H", "H", "H", "H", "N", "C", "C", "C", "C", "C", "C", "C", "C", "C", "C", "C", "C", "H", "H", "H", "H", "H", "H", "H", "H", "H", "H"], "xyz": [[0.17, 0.50, -0.35], [1.08, -0.33, 2.91], [-0.12, 0.66, 1.99], [-1.70, 0.43, 2.82], [0.35, 2.42, 2.23], [-0.36, 3.35, 1.24], [0.00, 2.93, -0.52], [-1.39, 3.61, -1.46], [1.42, 3.96, -0.99], [0.80, -1.38, 2.87], [1.10, 0.00, 3.95], [2.08, -0.22, 2.49], [-2.06, -0.59, 2.66], [-2.45, 1.12, 2.43], [-1.56, 0.60, 3.88], [1.44, 2.49, 2.14], [0.11, 2.69, 3.26], [-0.07, 4.39, 1.41], [-1.44, 3.30, 1.36], [-1.51, 4.66, -1.19], [-2.32, 3.08, -1.24], [-1.19, 3.54, -2.53], [1.13, 5.01, -0.90], [1.69, 3.76, -2.03], [2.28, 3.77, -0.36], [1.77, -0.64, -1.24], [1.75, -2.05, -0.84], [2.93, -2.64, -0.42], [2.95, -3.99, -0.08], [1.79, -4.74, -0.20], [0.61, -4.13, -0.62], [0.57, -2.78, -0.94], [-0.72, -2.13, -1.30], [-1.64, -2.70, -2.17], [-2.85, -2.07, -2.44], [-3.19, -0.87, -1.84], [-2.29, -0.29, -0.94], [-1.07, -0.92, -0.74], [2.70, -0.27, -1.07], [1.65, -0.58, -2.25], [3.84, -2.05, -0.37], [3.87, -4.44, 0.25], [1.80, -5.79, 0.05], [-0.30, -4.72, -0.68], [-1.39, -3.63, -2.66], [-3.55, -2.53, -3.13], [-4.15, -0.40, -2.02], [-2.57, 0.61, -0.40]], "mulliken_spin": [4.45, 0.00, -0.03, 0.01, 0.00, 0.01, 0.01, 0.00, 0.01, 0.00, 0.00, 0.00, 0.00, 0.00, 0.00, 0.00, 0.00, 0.00, 0.01, 0.00, 0.00, 0.00, 0.00, 0.00, 0.00, 0.04, -0.01, 0.00, 0.00, 0.00, 0.01, -0.04, -0.08, -0.03, 0.05, -0.02, -0.06, -0.32, 0.01, 0.02, 0.00, 0.00, 0.00, 0.00, 0.00, 0.00, 0.00, -0.01]}


{"formula": "C18H26N6O4", "method": "ωB97M-V/def2-TZVPD", "multiplicity": 1, "lumo_energy_ev": 0.660, "homo_lumo_gap_ev": 9.57, "e_above_lowest_kj_mol": 24.10, "smiles": "Cc1n[nH]c(C)c1CC(=O)N1CC(=O)NC[C@H]1C(=O)N[C@H]1CCCN(C)C1=O", "charge": 0, "homo_energy_ev": -8.9, "elements": ["C", "C", "N", "N", "C", "C", "C", "C", "C", "O", "N", "C", "C", "O", "N", "C", "C", "C", "O", "N", "C", "C", "C", "C", "N", "C", "C", "O", "H", "H", "H", "H", "H", "H", "H", "H", "H", "H", "H", "H", "H", "H", "H", "H", "H", "H", "H", "H", "H", "H", "H", "H", "H", "H"], "xyz": [[-1.88, 2.36, -1.27], [-2.24, 2.90, 0.07], [-2.22, 4.20, 0.31], [-2.57, 4.30, 1.61], [-2.82, 3.11, 2.20], [-3.19, 2.99, 3.64], [-2.62, 2.17, 1.22], [-2.74, 0.69, 1.32], [-1.40, -0.02, 1.25], [-0.35, 0.60, 1.30], [-1.40, -1.38, 1.10], [-2.58, -2.21, 1.23], [-2.55, -2.95, 2.57], [-3.50, -3.03, 3.31], [-1.31, -3.45, 2.82], [-0.32, -3.48, 1.76], [-0.11, -2.08, 1.19], [0.58, -2.17, -0.18], [0.68, -3.22, -0.78], [1.01, -0.98, -0.65], [1.87, -0.89, -1.80], [1.51, 0.30, -2.69], [2.50, 0.34, -3.85], [3.91, 0.55, -3.33], [4.25, -0.37, -2.25], [5.64, -0.35, -1.84], [3.34, -0.88, -1.36], [3.66, -1.37, -0.30], [-2.67, 1.70, -1.66], [-1.73, 3.17, -1.98], [-0.97, 1.77, -1.21], [-2.63, 5.21, 2.03], [-3.57, 1.99, 3.85], [-2.32, 3.16, 4.28], [-3.96, 3.71, 3.91], [-3.23, 0.40, 2.25], [-3.38, 0.31, 0.51], [-3.49, -1.62, 1.20], [-2.62, -2.94, 0.41], [-1.20, -3.99, 3.66], [0.63, -3.84, 2.16], [-0.60, -4.16, 0.96], [0.53, -1.49, 1.85], [0.94, -0.19, -0.02], [1.73, -1.81, -2.37], [0.48, 0.19, -3.04], [1.57, 1.23, -2.12], [2.44, -0.59, -4.41], [2.26, 1.15, -4.54], [4.63, 0.40, -4.13], [4.02, 1.58, -2.97], [5.83, -1.18, -1.17], [6.27, -0.44, -2.72], [5.89, 0.58, -1.32]], "lowdin_charge": [-0.02, -0.31, 0.08, 0.01, -0.25, -0.01, -0.15, -0.04, -0.40, 0.06, 0.02, -0.03, -0.47, 0.06, 0.09, -0.11, -0.15, -0.41, 0.07, 0.13, -0.22, -0.14, -0.17, -0.17, -0.10, -0.04, -0.39, 0.08, 0.08, 0.08, 0.06, 0.15, 0.07, 0.09, 0.08, 0.13, 0.12, 0.12, 0.15, 0.15, 0.14, 0.12, 0.16, 0.12, 0.16, 0.12, 0.13, 0.12, 0.12, 0.12, 0.13, 0.09, 0.09, 0.10]}


{"formula": "C18H26O18", "method": "ωB97M-V/def2-TZVPD", "multiplicity": 1, "lumo_energy_ev": 0.172, "homo_lumo_gap_ev": 10.53, "e_above_lowest_kj_mol": 0.21, "smiles": "COC(=O)OC.O=C1OCCO1.O=C1OCCO1.O=C1OCCO1.O=C1OCCO1.O=C1OCCO1", "charge": 0, "homo_energy_ev": -10.4, "elements": ["C", "O", "C", "O", "O", "C", "H", "H", "H", "H", "H", "H", "O", "C", "O", "C", "C", "O", "H", "H", "H", "H", "O", "C", "O", "C", "C", "O", "H", "H", "H", "H", "O", "C", "O", "C", "C", "O", "H", "H", "H", "H", "O", "C", "O", "C", "C", "O", "H", "H", "H", "H", "O", "C", "O", "C", "C", "O", "H", "H", "H", "H"], "xyz": [[3.31, -1.69, -1.91], [2.01, -1.67, -1.31], [1.64, -0.51, -0.81], [2.28, 0.51, -0.88], [0.46, -0.68, -0.21], [-0.20, 0.48, 0.32], [3.36, -1.13, -2.84], [3.54, -2.73, -2.10], [4.08, -1.33, -1.22], [0.45, 1.34, 0.25], [-0.48, 0.23, 1.34], [-1.12, 0.67, -0.23], [6.85, -3.25, -2.79], [6.58, -4.17, -2.09], [5.36, -4.40, -1.55], [5.35, -5.66, -0.91], [6.84, -5.95, -0.72], [7.46, -5.13, -1.72], [4.86, -5.57, 0.06], [4.87, -6.42, -1.53], [7.12, -7.00, -0.79], [7.20, -5.56, 0.24], [-1.54, 2.98, -1.24], [-2.68, 3.20, -0.98], [-3.73, 2.82, -1.74], [-4.94, 3.05, -1.07], [-4.54, 3.97, 0.11], [-3.10, 3.88, 0.10], [-5.67, 3.62, -1.65], [-5.41, 2.13, -0.74], [-4.90, 3.56, 1.05], [-4.78, 5.02, 0.02], [-3.94, 0.84, 0.86], [-3.84, 1.15, 2.00], [-4.90, 1.45, 2.79], [-4.47, 1.67, 4.14], [-2.97, 1.34, 4.11], [-2.70, 1.19, 2.70], [-4.67, 2.72, 4.38], [-5.04, 1.00, 4.78], [-2.77, 0.35, 4.54], [-2.33, 2.12, 4.49], [-5.43, -3.02, 1.93], [-4.29, -2.88, 1.61], [-3.86, -2.13, 0.58], [-2.46, -2.35, 0.38], [-2.03, -2.89, 1.74], [-3.24, -3.45, 2.26], [-2.33, -3.08, -0.42], [-2.00, -1.38, 0.20], [-1.75, -2.06, 2.40], [-1.25, -3.65, 1.71], [4.10, 3.65, -4.17], [3.44, 3.76, -3.19], [2.22, 4.34, -3.15], [1.61, 4.09, -1.88], [2.79, 3.65, -1.01], [3.81, 3.33, -1.97], [1.17, 4.99, -1.47], [0.84, 3.33, -2.02], [2.57, 2.80, -0.37], [3.17, 4.48, -0.42]], "lowdin_charge": [-0.03, 0.02, -0.61, 0.12, 0.00, -0.02, 0.11, 0.08, 0.10, 0.09, 0.08, 0.08, 0.18, -0.57, 0.04, -0.12, -0.11, 0.06, 0.13, 0.13, 0.13, 0.13, 0.15, -0.57, 0.08, -0.12, -0.09, 0.05, 0.13, 0.12, 0.11, 0.13, 0.17, -0.57, 0.06, -0.09, -0.07, 0.05, 0.13, 0.13, 0.13, 0.13, 0.16, -0.58, 0.06, -0.08, -0.10, 0.05, 0.14, 0.10, 0.12, 0.13, 0.16, -0.58, 0.06, -0.11, -0.11, 0.07, 0.13, 0.11, 0.10, 0.13]}